No. 1
C4H17NO4 | wB97M-V/def2-TZVPD

Last column: Löwdin charge in e.
Cartesian coordinates (Å):
C  -2.2790  -1.7355  -0.7447  -0.1052
C  -2.6833  -0.2626  -0.7436  -0.2556
C  -1.7133  0.8959  -0.9234  -0.1121
C  -0.4944  0.7860  -0.4051  -0.2722
N  0.7007  1.4988  -0.5312  0.0504
H  -1.2988  -1.8356  -1.2715  0.0505
H  -3.0025  -2.3564  -1.2406  0.0620
H  -2.0537  -2.1885  0.2246  0.0759
H  -3.5640  -0.2262  -1.3943  0.0991
H  -3.0169  -0.0394  0.3029  0.1148
H  -2.0017  1.8184  -1.4092  0.0981
H  -0.1901  -0.1291  0.1543  0.1095
H  1.3755  1.5018  0.2352  0.0606
H  0.5688  2.4319  -0.8870  0.0908
O  2.1605  -1.2142  0.2021  -0.0465
H  1.4210  -1.3202  -0.4180  0.0244
H  2.9571  -0.8750  -0.2144  0.0755
O  0.9361  -1.0598  -2.2872  -0.0827
H  0.9634  -0.1201  -1.9900  0.0260
H  -0.0206  -1.2260  -2.4253  0.0384
O  2.5632  0.7415  1.8890  -0.1023
H  2.3722  0.2060  2.6695  0.0418
H  2.3946  0.0319  1.1981  -0.0184
O  -0.4914  0.7034  2.8634  -0.0557
H  0.3915  0.5450  2.4973  -0.0083
H  -0.4142  1.5709  3.2715  0.0413

Cartesian forces (eV/Å) of the 3 atoms listed first:
C 2.35 0.13 -0.35
C -1.37 0.66 1.88
C 0.94 -0.62 -0.39

Total energy ... -518.27541 hartree
Energy relative to the best compared isomer or geometry (same formula, charge and spin) ... 18.4 kcal/mol
SMILES ... CC/C=C/N.O.O.O.O
E_HOMO ... -0.3065 hartree

No. 2
C23H22N4O3 | wB97M-V/def2-TZVPD

Last column: Löwdin charge in e.
Cartesian coordinates (Å):
C  -2.3072  -1.8901  -2.5356  -0.0787
N  -1.4482  -1.6356  -1.3997  -0.2352
C  -1.2890  -2.8150  -0.5624  -0.1151
C  -2.5533  -3.1240  0.1624  -0.2673
C  -3.5500  -4.0353  -0.0632  -0.0146
C  -4.4629  -3.7932  0.9856  -0.1375
N  -4.0386  -2.8295  1.7536  0.0533
O  -2.8581  -2.4100  1.2538  0.0127
C  -0.1640  -1.0827  -1.8176  -0.1567
C  0.6854  -0.6538  -0.6683  -0.1480
C  1.8434  -1.2703  -0.2418  -0.0097
N  2.3316  -0.5454  0.7828  -0.1584
C  3.5615  -0.7571  1.4983  -0.0852
C  4.7511  -0.3296  0.6715  -0.2132
C  4.7639  0.9362  0.0983  -0.0340
C  5.8382  1.3427  -0.6711  -0.0776
C  6.9113  0.4897  -0.8712  -0.0923
C  6.9040  -0.7716  -0.3018  -0.0870
C  5.8253  -1.1816  0.4636  -0.0492
N  1.5755  0.5122  1.0365  0.1456
C  0.5578  0.4762  0.1821  -0.1854
C  -0.4577  1.5199  0.1986  -0.1523
C  -0.1217  2.7773  0.6947  -0.0305
C  -1.0381  3.8208  0.7356  0.0113
C  -2.3015  3.5605  0.2611  -0.2038
C  -2.6476  2.3009  -0.2283  -0.1854
C  -1.7537  1.2622  -0.2695  0.0759
O  -3.9622  2.3171  -0.6289  0.0334
C  -4.4334  3.6166  -0.3547  -0.1665
O  -3.3874  4.3964  0.1819  0.0315
H  -3.2738  -2.2447  -2.1820  0.0820
H  -2.4597  -0.9609  -3.0821  0.0892
H  -1.8855  -2.6404  -3.2238  0.0918
H  -0.5161  -2.5916  0.1775  0.1265
H  -0.9848  -3.7012  -1.1482  0.1367
H  -3.6199  -4.7618  -0.8450  0.1058
H  -5.3922  -4.2840  1.1929  0.1081
H  -0.3816  -0.2125  -2.4442  0.1293
H  0.4032  -1.8124  -2.4243  0.1293
H  2.3414  -2.1507  -0.5976  0.1346
H  3.5004  -0.1528  2.4082  0.1356
H  3.6469  -1.8125  1.7735  0.1270
H  3.9236  1.5961  0.2583  0.1089
H  5.8400  2.3274  -1.1141  0.1033
H  7.7515  0.8076  -1.4705  0.1006
H  7.7379  -1.4404  -0.4559  0.1014
H  5.8224  -2.1684  0.9050  0.1076
H  0.8808  2.9315  1.0599  0.1037
H  -0.7763  4.7924  1.1202  0.1165
H  -2.0395  0.2833  -0.6143  0.1056
H  -4.7981  4.0814  -1.2853  0.1378
H  -5.2627  3.5642  0.3704  0.1389

Cartesian forces (eV/Å) of the 3 atoms listed first:
C -0.04 0.03 0.03
N 0.08 -0.20 0.01
C -0.10 0.21 0.15

Total energy ... -1334.31461 hartree
Energy relative to the best compared isomer or geometry (same formula, charge and spin) ... 89.0 kcal/mol
SMILES ... CN(Cc1ccno1)Cc1cn(Cc2ccccc2)nc1-c1ccc2c(c1)OCO2
E_HOMO ... -0.2778 hartree

No. 3
C3H6BrHfO3 | wB97M-V/def2-TZVPD

Last column: Löwdin charge in e.
Cartesian coordinates (Å):
Hf  -7.9882  4.2252  -2.8274  1.8146
Br  -3.8443  4.7493  -2.0588  0.1267
C  0.8649  1.5487  0.6892  0.1036
O  0.4212  0.1794  0.9887  0.1684
C  0.7906  -0.7100  0.2106  -0.5538
O  0.9484  -0.6476  -1.0242  0.2861
O  0.9251  -1.7529  1.0614  0.1649
C  1.1535  -3.0170  0.4414  0.0606
H  1.8752  1.6241  0.2872  0.1383
H  0.7202  2.2254  1.5314  0.1284
H  0.1979  1.8797  -0.1068  0.1228
H  0.6048  -3.4727  -0.3828  0.1521
H  1.2018  -3.7651  1.2327  0.1323
H  2.1288  -3.0664  -0.0428  0.1550

Cartesian forces (eV/Å) of the 3 atoms listed first:
Hf 0.59 0.19 0.08
Br -0.73 -0.15 -0.13
C -0.95 0.60 -0.52

Total energy ... -2963.95679 hartree
Energy relative to the best compared isomer or geometry (same formula, charge and spin) ... 74.4 kcal/mol
Charge ... +3
E_HOMO ... -0.6831 hartree

No. 4
C22H33BrCl16I2O5 | wB97M-V/def2-TZVPD

Last column: Löwdin charge in e.
Cartesian coordinates (Å):
C  2.5800  -1.9394  0.0516  -0.1722
C  1.2788  -2.4507  -0.8042  -0.3000
C  0.5302  -1.2752  -1.6877  -0.5452
I  -0.9837  -2.3747  -2.9074  0.8763
C  -0.3024  -0.1763  -0.7780  -0.2409
O  -0.3663  -0.7615  0.5948  -0.1679
C  -1.7568  -0.9654  1.0249  -0.2686
C  -1.7446  -0.9450  2.6972  -0.1214
C  -2.9014  0.0711  3.3210  -0.2837
C  -4.4243  -0.2625  2.8140  -0.6512
I  -5.9920  0.4880  4.2093  0.6500
C  -2.4244  -2.3946  0.5512  -0.0887
C  -3.7861  -2.0450  -0.3544  -0.1972
O  -4.5914  -3.2707  -0.5928  -0.1695
C  -4.1141  -3.9658  -1.8070  -0.1639
O  -3.2876  -5.0290  -1.6371  -0.0675
C  0.3596  1.3433  -0.8024  -0.3099
C  -0.4735  2.4408  0.1102  -0.0926
C  -1.8680  2.9813  -0.6149  -0.2126
O  -2.8658  1.9304  -0.8549  -0.1316
C  0.4951  2.0026  -2.2955  -0.1630
C  -0.5872  1.5311  -3.4090  -0.6305
C  -1.2252  2.8672  -4.1884  -0.1641
Br  0.4693  0.5705  -4.8606  0.5887
O  1.7710  1.1465  -0.3433  -0.1967
C  1.9379  1.4516  1.0759  -0.1222
H  3.2853  -2.8383  0.3047  0.0699
H  3.1615  -1.1098  -0.5796  0.0476
H  2.1756  -1.4743  1.0524  0.0676
H  0.5215  -3.0981  -0.1462  0.1092
H  1.7012  -3.2268  -1.6077  0.1053
H  1.3297  -0.7660  -2.3767  0.0799
H  -1.4157  -0.2091  -1.1745  0.0890
H  -2.5064  -0.1230  0.7129  0.1260
H  -1.9527  -1.9952  3.1695  0.1110
H  -0.6948  -0.5915  3.1296  0.1237
H  -2.6481  1.1609  2.9558  0.1080
H  -2.9122  0.1038  4.4941  0.0937
H  -4.6165  -1.3960  2.5442  0.0614
H  -4.5952  0.3738  1.8185  0.0548
H  -2.8418  -3.0312  1.4709  0.1311
H  -1.6727  -3.0977  -0.0054  0.0843
H  -4.4720  -1.2432  0.2027  0.1077
H  -3.5344  -1.5778  -1.3976  0.0809
H  -4.4016  -3.5642  -2.8814  0.1650
H  0.1481  3.4387  0.3211  0.1413
H  -0.7889  2.0383  1.1697  0.1192
H  -2.3567  3.7204  0.1856  0.1364
H  -1.6231  3.6560  -1.5470  0.1112
H  -3.1129  1.8951  -1.8257  0.0925
H  1.5838  1.7701  -2.7052  0.1146
H  0.4554  3.1780  -2.1513  0.1224
H  -1.5093  0.9263  -3.0296  0.0767
H  -1.2755  2.6718  -5.3476  0.0657
H  -2.3109  3.0309  -3.7734  0.0709
H  -0.6084  3.8405  -3.9392  0.0896
H  3.0016  1.0078  1.3898  0.0690
H  1.1669  0.9601  1.8040  0.0986
H  2.0280  2.6163  1.3224  0.1109
Cl  5.5265  0.9611  2.8983  0.4892
C  5.8080  -0.6144  2.1154  -1.9471
Cl  4.7082  -1.8297  2.8140  0.5508
Cl  5.5011  -0.4716  0.3661  0.4970
Cl  7.4962  -1.1175  2.3832  0.5251
Cl  10.7326  -0.6618  -1.1846  0.5113
C  9.4080  -1.8003  -1.5362  -1.9985
Cl  7.8473  -1.0349  -1.1450  0.4593
Cl  9.4404  -2.2337  -3.2641  0.5117
Cl  9.6116  -3.2709  -0.5510  0.5106
Cl  -9.1860  -1.5506  3.3084  0.4742
C  -9.1920  -1.7482  1.5378  -2.0068
Cl  -10.1111  -0.4150  0.7945  0.5091
Cl  -7.5166  -1.7246  0.9319  0.5072
Cl  -9.9543  -3.3025  1.1161  0.5137
Cl  5.7877  5.6414  2.0268  0.5097
C  7.0889  4.5598  1.4687  -2.0015
Cl  7.9489  5.3194  0.1056  0.5130
Cl  8.2321  4.2678  2.8037  0.5141
Cl  6.3867  3.0104  0.9384  0.4689

Cartesian forces (eV/Å) of the 3 atoms listed first:
C -0.90 0.46 -0.21
C 0.63 -1.13 -0.82
C 1.06 0.13 1.32

Total energy ... -11766.31128 hartree
Energy relative to the best compared isomer or geometry (same formula, charge and spin) ... 216.4 kcal/mol
SMILES ... CC[C@@H](I)[C@@H](O[C@H](CCCI)CCOC=O)[C@](CCO)(C[C@@H](C)Br)OC.ClC(Cl)(Cl)Cl.ClC(Cl)(Cl)Cl.ClC(Cl)(Cl)Cl.ClC(Cl)(Cl)Cl
E_HOMO ... -0.3386 hartree

No. 5
C52H51N5O9P2SY | wB97M-V/def2-TZVPD

Last column: Löwdin charge in e.
Cartesian coordinates (Å):
Y  -1.3042  0.2351  1.9459  1.4047
N  0.2097  2.0081  3.5315  -0.0270
C  0.1044  1.2666  4.7928  -0.1851
C  -1.3897  0.9719  5.0715  -0.5792
O  -1.9012  1.3731  6.1182  -0.0076
N  -1.9665  0.2963  4.0866  -0.1145
C  -3.4035  0.0880  4.2351  -0.1381
C  -4.1609  0.2745  2.8979  -0.6545
O  -5.3731  0.4489  2.9179  0.0155
O  -3.4556  0.2243  1.8303  -0.2185
H  -0.2590  2.9064  3.6356  0.0809
H  1.1881  2.1840  3.3142  0.0771
H  0.6537  0.3234  4.6858  0.1069
H  0.5135  1.8253  5.6453  0.1075
H  -3.6053  -0.9358  4.5931  0.1204
H  -3.8245  0.7850  4.9715  0.1159
O  -1.8079  2.6179  1.4558  -0.3582
P  -1.7056  3.3175  0.1592  0.7540
C  -0.3145  2.6557  -0.8512  -0.2720
P  -0.8429  1.0068  -1.4986  0.7335
O  -1.7776  0.2733  -0.6229  -0.3698
C  0.6911  0.1270  -1.8965  -0.2776
C  1.8352  0.7773  -2.3415  -0.0835
C  2.9643  0.0434  -2.6497  -0.0619
C  2.9447  -1.3371  -2.5380  -0.0602
C  1.7893  -1.9920  -2.1353  -0.0735
C  0.6624  -1.2597  -1.8144  -0.0859
C  -1.6096  1.3616  -3.1070  -0.2651
C  -2.8801  0.8593  -3.3618  -0.0728
C  -3.4827  1.0943  -4.5839  -0.0808
C  -2.8152  1.8230  -5.5565  -0.0867
C  -1.5367  2.3019  -5.3136  -0.0812
C  -0.9315  2.0685  -4.0944  -0.0806
C  -1.2766  5.0681  0.4412  -0.2542
C  -0.0271  5.3254  0.9955  -0.0727
C  0.3226  6.6145  1.3527  -0.0711
C  -0.5809  7.6498  1.1625  -0.0831
C  -1.8294  7.3958  0.6184  -0.0796
C  -2.1806  6.1047  0.2628  -0.0737
C  -3.2008  3.2339  -0.8609  -0.2863
C  -4.2565  2.4519  -0.4077  -0.0410
C  -5.4299  2.4025  -1.1426  -0.0521
C  -5.5452  3.1276  -2.3168  -0.0829
C  -4.4896  3.9063  -2.7687  -0.0905
C  -3.3149  3.9626  -2.0429  -0.1048
H  0.5383  2.4757  -0.1849  0.0378
H  -0.0413  3.3420  -1.6526  0.0749
H  1.8607  1.8535  -2.4129  0.0925
H  3.8655  0.5527  -2.9580  0.1054
H  3.8335  -1.9084  -2.7612  0.1048
H  1.7873  -3.0710  -2.0634  0.0900
H  -0.2453  -1.7328  -1.4640  0.0988
H  -3.3825  0.2999  -2.5863  0.1106
H  -4.4709  0.7079  -4.7867  0.1059
H  -3.2841  2.0084  -6.5123  0.0997
H  -1.0102  2.8512  -6.0815  0.1020
H  0.0708  2.4252  -3.9073  0.0977
H  0.6625  4.5070  1.1533  0.1044
H  1.2948  6.8128  1.7842  0.1080
H  -0.3150  8.6559  1.4533  0.1017
H  -2.5359  8.2024  0.4786  0.1030
H  -3.1565  5.8971  -0.1514  0.1019
H  -4.1493  1.8809  0.5071  0.0908
H  -6.2551  1.8042  -0.7867  0.1130
H  -6.4601  3.0864  -2.8907  0.1019
H  -4.5906  4.4740  -3.6838  0.1044
H  -2.4917  4.5780  -2.3830  0.1143
C  0.8223  0.2362  1.2692  -0.2093
C  2.0418  0.3707  1.3411  -0.1991
C  3.4425  0.4411  1.4303  -0.2221
C  4.1622  1.2503  0.4857  -0.2063
C  5.4463  0.9010  0.0266  -0.0670
C  6.1131  1.6789  -0.8934  -0.1187
C  5.5284  2.8311  -1.4065  -0.1452
C  4.2501  3.1768  -0.9916  -0.1314
C  3.5836  2.4079  -0.0649  -0.0707
C  4.0938  -0.2922  2.4751  -0.1947
C  3.3899  -1.2654  3.2142  -0.0576
C  3.9988  -1.9835  4.2169  -0.1221
C  5.3315  -1.7634  4.5349  -0.1466
C  6.0178  -0.7484  3.8835  -0.1237
C  5.4145  -0.0167  2.8857  -0.0678
H  5.9026  -0.0142  0.3764  0.1073
H  7.0979  1.3803  -1.2307  0.0915
H  6.0560  3.4356  -2.1310  0.0789
H  3.7752  4.0607  -1.4011  0.0902
H  2.6003  2.7001  0.2803  0.0819
H  2.3479  -1.4307  2.9838  0.0732
H  3.4320  -2.7171  4.7715  0.0888
H  5.8197  -2.3491  5.3006  0.0782
H  7.0350  -0.5138  4.1762  0.0903
H  5.9542  0.8094  2.4412  0.0983
C  1.2005  -8.2781  -3.7607  -0.1252
C  0.2996  -7.1633  -3.2787  -0.2857
S  0.6033  -6.8570  -1.5011  0.6450
O  0.6352  -8.1129  -0.8037  -0.3032
O  1.7644  -6.0108  -1.3728  -0.3227
C  -0.8311  -5.8823  -0.9607  -0.1941
C  -0.7250  -5.7233  0.5531  -0.1557
N  -1.3181  -4.4914  0.9963  0.0458
C  -0.6657  -3.3276  1.2638  -0.2831
N  -1.5114  -2.3758  1.6251  0.0894
C  -2.7552  -2.9217  1.5902  0.0159
C  -2.6674  -4.2416  1.1887  -0.1423
N  -3.6912  -5.1456  0.9632  -0.3070
O  -4.8361  -4.7987  1.2898  0.0857
O  -3.4262  -6.2457  0.4235  0.0337
C  0.8088  -3.1979  1.1724  0.0209
H  1.0345  -8.4814  -4.8167  0.0782
H  0.9987  -9.1795  -3.1880  0.0738
H  2.2416  -8.0038  -3.6112  0.0816
H  -0.7516  -7.4254  -3.3536  0.0956
H  0.5000  -6.2192  -3.7773  0.1000
H  -1.7508  -6.3929  -1.2326  0.0939
H  -0.7473  -4.9254  -1.4710  0.1125
H  0.3300  -5.7401  0.8373  0.1221
H  -1.2395  -6.5611  1.0276  0.1335
H  -3.6412  -2.3687  1.8321  0.1234
H  1.2813  -3.5979  2.0709  0.1031
H  1.0752  -2.1434  1.0857  0.0439
H  1.2006  -3.7375  0.3127  0.0713

Cartesian forces (eV/Å) of the 3 atoms listed first:
Y 0.03 1.09 -0.05
N -0.30 -0.07 0.08
C -0.22 0.18 0.42

Total energy ... -4082.49570 hartree
Energy relative to the best compared isomer or geometry (same formula, charge and spin) ... 31.4 kcal/mol
Charge ... -1
E_HOMO ... -0.0928 hartree

No. 6
C15H26CaFNO5 | wB97M-V/def2-TZVPD

Last column: Löwdin charge in e.
Cartesian coordinates (Å):
C  3.9045  1.4972  0.4982  -0.1169
C  2.5122  0.7823  -0.0910  -0.1957
C  2.7638  -0.8134  -0.4306  -0.1456
F  3.8157  -0.8383  -1.5048  -0.0746
C  1.4070  -1.6495  -0.8149  -0.2601
C  0.4739  -1.1831  -2.0796  -0.1664
N  1.3156  -0.6240  -3.2253  -0.0081
O  1.9110  -2.9858  -1.2156  -0.0047
C  1.0055  -4.0894  -0.8190  -0.2111
O  0.9042  -5.3139  -1.3458  0.0603
O  0.2564  -3.5454  0.3350  -0.0218
C  0.3345  -2.0740  0.3500  -0.1963
C  0.6488  -1.7506  1.9260  -0.1071
C  -0.7127  -1.7071  2.8714  -0.1819
C  -1.5933  -0.3312  2.6792  -0.2028
C  -2.7022  -0.4307  1.4318  -0.1788
C  -2.3078  0.7723  0.3891  -0.2071
C  -3.3327  0.9531  -0.8806  -0.1171
O  -3.2765  2.4072  -1.2472  -0.1467
C  -1.9099  2.7968  -1.6280  -0.2782
C  -0.8667  3.6707  -0.6673  -0.0289
O  -1.5046  2.4412  -2.8767  0.0616
H  4.7343  1.6148  -0.3239  0.0963
H  4.3670  0.8734  1.3866  0.0919
H  3.5674  2.5462  0.9296  0.0709
H  2.2114  1.3520  -1.0821  0.1105
H  1.6417  0.8698  0.6909  0.0792
H  3.2797  -1.3256  0.5149  0.1774
H  -0.3190  -0.3381  -1.8032  0.1029
H  -0.1721  -2.0978  -2.4803  0.1589
H  0.9301  0.2848  -3.5739  0.0673
H  1.3876  -1.3290  -4.0123  0.1048
H  -0.6879  -1.7240  -0.1039  0.1304
H  1.2923  -2.6648  2.3393  0.1515
H  1.3359  -0.7899  2.0783  0.1129
H  -0.3554  -1.7347  4.0051  0.1277
H  -1.4078  -2.6601  2.7141  0.1400
H  -2.1974  -0.0426  3.6670  0.1229
H  -0.8670  0.5707  2.4574  0.0909
H  -3.8094  -0.2589  1.8380  0.1328
H  -2.5991  -1.4912  0.9456  0.1204
H  -2.3655  1.7928  1.0057  0.0945
H  -1.1703  0.6630  0.0606  0.1067
H  -3.0809  0.3002  -1.8190  0.1568
H  -4.4544  0.7053  -0.5894  0.1637
H  0.1465  3.9124  -1.2424  0.1648
H  -0.5338  2.9866  0.2519  0.1243
H  -1.3659  4.6200  -0.1871  -0.1222
Ca  -2.5544  5.3803  0.6783  1.8499

Cartesian forces (eV/Å) of the 3 atoms listed first:
C -0.70 -0.14 0.32
C 0.83 -0.25 -0.45
C 0.78 0.93 0.27

Total energy ... -1794.53163 hartree
Charge ... +2
E_HOMO ... -0.4917 hartree

Question: What is the formula in the sixth record?
Answer: C15H26CaFNO5